(1)
Molecular formula: C6H9N
Method: DFT, ωB97M-V/def2-TZVPD

F_max = 0.86 eV Å⁻¹
energy relative to the best compared isomer or geometry (same formula, charge and spin) = 382.2 kJ/mol
spin multiplicity = 1
gap between HOMO and LUMO = 8.4 eV
E_tot = -288.636487 hartree
charge = 0

```
16
Properties=species:S:1:pos:R:3:forces:R:3
C 1.289 -0.722 0.832 -0.07 -0.04 0.06
C 1.015 0.355 -0.200 0.12 0.11 0.02
C -0.247 0.174 -1.130 -0.17 -0.14 -0.15
C -1.366 -0.748 -0.667 0.01 -0.01 0.09
C 0.383 1.630 0.149 0.28 -0.03 0.34
C -0.510 1.588 1.263 -0.27 0.07 0.29
N -1.163 1.716 2.219 0.43 -0.14 -0.73
H 0.423 -0.897 1.476 0.09 0.00 -0.06
H 1.570 -1.663 0.349 -0.05 0.11 0.06
H 2.123 -0.406 1.466 -0.12 -0.08 -0.08
H 1.884 0.514 -0.844 -0.12 -0.04 0.11
H 0.117 -0.065 -2.134 0.04 0.08 0.16
H -2.173 -0.765 -1.409 0.22 0.05 0.13
H -1.016 -1.776 -0.531 0.00 0.14 0.00
H -1.798 -0.400 0.276 0.04 -0.12 -0.10
H -0.631 1.209 -1.276 -0.43 0.05 -0.15
```
Forces are in eV/Å.

=====

(2)
Molecular formula: C6H9N
Method: DFT, ωB97M-V/def2-TZVPD

F_max = 3.48 eV Å⁻¹
energy relative to the best compared isomer or geometry (same formula, charge and spin) = 286.7 kJ/mol
spin multiplicity = 1
gap between HOMO and LUMO = 10.5 eV
E_tot = -288.672856 hartree
charge = 0

```
16
Properties=species:S:1:pos:R:3:forces:R:3
C -2.618 1.142 0.318 -1.47 0.93 0.75
C 0.772 1.499 -1.147 0.89 0.56 1.36
C -0.822 -0.262 -0.741 -0.19 -1.81 2.07
C 0.167 0.700 -0.230 2.53 1.36 -1.96
C -0.824 -1.722 -0.143 1.09 -0.39 0.61
C 0.375 0.877 1.271 -0.35 0.50 -2.62
N -1.988 0.401 -0.300 -0.66 -0.84 -0.90
H 1.477 2.218 -0.632 -0.73 -0.47 -1.21
H 0.686 1.567 -2.280 -0.10 -0.52 1.81
H -0.771 -0.356 -1.791 -0.17 0.16 -1.21
H 0.113 -2.333 -0.542 -2.25 1.19 0.55
H -1.844 -2.145 -0.433 1.65 0.06 0.49
H -0.691 -1.721 1.020 -0.54 0.12 -2.15
H 0.764 1.893 1.415 -0.12 -0.59 0.56
H 0.970 0.072 1.584 1.46 -0.76 0.79
H -0.575 0.667 1.682 -1.04 0.50 1.05
```
Forces are in eV/Å.

=====

(3)
Molecular formula: C6H9N
Method: DFT, ωB97M-V/def2-TZVPD

F_max = 0.45 eV Å⁻¹
energy relative to the best compared isomer or geometry (same formula, charge and spin) = 322.2 kJ/mol
spin multiplicity = 1
gap between HOMO and LUMO = 9.4 eV
E_tot = -288.659336 hartree
charge = 0

```
16
Properties=species:S:1:pos:R:3:forces:R:3
C -1.804 -0.512 0.785 -0.11 -0.05 -0.03
N -0.564 0.236 0.864 -0.04 -0.07 0.03
C 0.696 -0.474 0.843 0.11 -0.24 0.36
C 1.285 -0.504 -0.580 0.13 -0.22 -0.18
C 0.275 0.213 -1.457 -0.14 -0.08 -0.09
C 0.001 1.098 -0.205 -0.19 0.36 -0.10
C 1.429 0.705 0.312 0.22 0.17 0.12
H -2.018 -1.020 -0.169 0.14 0.11 0.03
H -2.648 0.137 1.041 0.13 -0.06 -0.15
H -1.748 -1.283 1.565 -0.07 0.11 -0.17
H 0.962 -1.209 1.596 0.09 0.20 -0.04
H 2.060 -1.208 -0.866 -0.17 0.08 0.04
H -0.560 -0.349 -1.891 0.08 0.07 0.08
H 0.782 0.788 -2.240 -0.14 -0.03 0.19
H -0.404 2.107 -0.311 0.03 -0.21 0.07
H 2.256 1.275 0.714 -0.07 -0.13 -0.15
```
Forces are in eV/Å.

=====

(4)
Molecular formula: C6H9N
Method: DFT, ωB97M-V/def2-TZVPD

F_max = 1.14 eV Å⁻¹
energy relative to the best compared isomer or geometry (same formula, charge and spin) = 63.7 kJ/mol
spin multiplicity = 1
gap between HOMO and LUMO = 9.0 eV
E_tot = -288.757770 hartree
charge = 0

```
16
Properties=species:S:1:pos:R:3:forces:R:3
C -2.531 -0.387 0.089 -0.02 0.01 -0.10
C -1.117 0.116 0.034 -0.05 0.32 -0.08
C -0.633 1.375 0.198 -0.12 -0.02 0.09
C 0.805 1.326 0.107 0.13 -0.01 0.05
C 1.148 0.025 -0.057 0.09 0.25 0.00
C 2.447 -0.712 -0.025 0.07 0.07 -0.04
N -0.021 -0.749 -0.149 0.08 0.24 -0.10
H -2.584 -1.412 0.474 0.12 0.19 -0.08
H -3.140 0.242 0.751 0.21 -0.08 -0.16
H -3.012 -0.372 -0.895 0.04 -0.06 0.06
H -1.225 2.256 0.406 0.03 -0.08 0.02
H 1.484 2.167 0.138 -0.06 -0.10 0.26
H 2.355 -1.707 -0.477 -0.02 0.24 0.00
H 3.247 -0.166 -0.530 -0.03 -0.05 0.12
H 2.723 -0.872 1.025 0.12 0.01 -0.22
H 0.055 -1.129 -1.089 -0.60 -0.94 0.18
```
Forces are in eV/Å.

=====

(5)
Molecular formula: C6H9N
Method: DFT, ωB97M-V/def2-TZVPD

F_max = 1.03 eV Å⁻¹
energy relative to the best compared isomer or geometry (same formula, charge and spin) = 465.0 kJ/mol
spin multiplicity = 1
gap between HOMO and LUMO = 8.4 eV
E_tot = -288.604930 hartree
charge = 0

```
16
Properties=species:S:1:pos:R:3:forces:R:3
C 2.573 -0.541 -0.036 0.68 -0.36 0.04
C 1.323 0.274 0.027 -0.07 0.80 -0.07
C 0.079 -0.450 0.043 0.03 -0.93 0.12
C -1.056 0.242 0.065 -0.92 -0.26 -0.22
C -2.577 -0.444 -0.180 0.39 -0.32 0.31
C -1.739 1.339 -0.083 -0.43 0.57 -0.75
N 1.265 1.554 0.079 0.43 0.10 0.09
H 2.681 -1.107 0.893 -0.02 -0.04 0.00
H 2.576 -1.270 -0.848 -0.29 0.00 -0.01
H 3.481 0.048 -0.166 -0.16 0.25 0.10
H 0.049 -1.524 0.044 0.08 -0.24 -0.08
H -3.523 0.058 0.056 0.48 0.28 -0.05
H -2.472 -1.232 0.573 -0.08 -0.03 -0.16
H -2.624 -0.837 -1.196 0.16 0.17 0.24
H -2.233 1.918 0.667 -0.15 0.17 0.50
H 2.196 1.974 0.061 -0.14 -0.14 -0.07
```
Forces are in eV/Å.

=====

(6)
Molecular formula: C6H9N
Method: DFT, ωB97M-V/def2-TZVPD

F_max = 0.55 eV Å⁻¹
energy relative to the best compared isomer or geometry (same formula, charge and spin) = 423.9 kJ/mol
spin multiplicity = 1
gap between HOMO and LUMO = 8.3 eV
E_tot = -288.620593 hartree
charge = 0

```
16
Properties=species:S:1:pos:R:3:forces:R:3
C -1.822 0.393 -0.182 -0.04 0.04 -0.05
C -0.557 -0.197 0.432 0.05 -0.01 0.04
C 0.155 -1.283 -0.412 0.04 -0.02 0.01
C 1.646 -1.225 -0.207 -0.31 0.38 0.10
C 1.882 0.094 0.385 0.40 -0.36 0.08
N 1.344 1.207 -0.447 -0.17 0.06 -0.21
C 0.567 0.792 0.680 -0.19 0.02 0.11
H -2.275 1.140 0.480 0.08 -0.11 -0.11
H -2.566 -0.393 -0.355 0.11 0.12 0.01
H -1.618 0.878 -1.145 0.01 -0.07 0.12
H -0.196 -2.295 -0.177 0.05 0.12 -0.04
H -0.035 -1.194 -1.496 0.05 -0.03 0.13
H -0.820 -0.636 1.404 0.04 0.05 -0.12
H 2.811 0.337 0.890 -0.15 -0.02 -0.11
H 0.980 0.861 -1.333 0.00 -0.01 0.11
H 0.504 1.521 1.486 0.04 -0.16 -0.09
```
Forces are in eV/Å.

=====

(7)
Molecular formula: C6H9N
Method: DFT, ωB97M-V/def2-TZVPD

F_max = 6.72 eV Å⁻¹
energy relative to the best compared isomer or geometry (same formula, charge and spin) = 403.1 kJ/mol
spin multiplicity = 1
gap between HOMO and LUMO (spin up / spin down) = 8.5 / 8.5 eV
E_tot = -288.628499 hartree
charge = 0

```
16
Properties=species:S:1:pos:R:3:forces:R:3
C 2.444 0.981 0.508 -3.27 2.08 0.06
N 1.786 0.540 -0.708 -4.72 -3.39 -0.97
C 0.547 -0.115 -0.553 5.71 3.49 0.63
C -0.697 -0.618 -0.962 0.21 0.85 -0.97
C -1.604 -0.763 -2.100 -1.45 0.71 0.00
C -0.552 -0.322 0.321 0.50 -0.14 1.19
C -0.964 -0.172 1.743 3.22 -0.34 0.76
H 3.068 1.844 0.271 0.15 -0.20 -0.07
H 3.011 0.230 0.966 0.82 -1.09 0.90
H 1.601 1.408 1.183 1.61 -0.70 -0.24
H -1.170 -1.255 -2.965 0.39 0.82 -0.32
H -2.176 0.244 -2.264 1.33 -1.82 -0.17
H -2.347 -1.477 -1.821 -0.96 -0.37 0.36
H -0.260 0.608 2.261 -1.64 -1.32 -1.01
H -0.706 -1.152 2.251 -0.39 0.99 -0.47
H -1.983 0.020 1.867 -1.51 0.44 0.32
```
Forces are in eV/Å.

=====

(8)
Molecular formula: C6H9N
Method: DFT, ωB97M-V/def2-TZVPD

F_max = 0.21 eV Å⁻¹
energy relative to the best compared isomer or geometry (same formula, charge and spin) = 0.1 kJ/mol
spin multiplicity = 1
gap between HOMO and LUMO = 8.7 eV
E_tot = -288.781993 hartree
charge = 0

```
16
Properties=species:S:1:pos:R:3:forces:R:3
C -2.528 -0.360 0.033 -0.08 -0.01 0.00
C -1.121 0.148 0.057 -0.01 0.10 0.03
C -0.618 1.416 0.207 -0.16 -0.04 0.01
C 0.804 1.332 0.134 0.11 -0.07 -0.02
C 1.134 0.014 -0.056 0.00 0.11 0.01
C 2.463 -0.662 -0.156 0.05 -0.03 -0.01
N -0.046 -0.693 -0.102 0.00 -0.06 0.00
H -2.661 -1.226 0.693 0.05 0.13 -0.08
H -3.212 0.420 0.377 0.12 -0.08 -0.05
H -2.847 -0.657 -0.974 0.08 0.03 0.12
H -1.211 2.309 0.353 0.08 -0.13 -0.02
H 1.508 2.151 0.221 -0.12 -0.17 -0.03
H 2.485 -1.396 -0.969 0.00 0.11 0.09
H 3.244 0.078 -0.355 -0.14 -0.12 0.05
H 2.724 -1.186 0.773 -0.03 0.07 -0.13
H -0.118 -1.689 -0.235 0.05 0.15 0.02
```
Forces are in eV/Å.

=====

(9)
Molecular formula: C6H9N
Method: DFT, ωB97M-V/def2-TZVPD

F_max = 1.13 eV Å⁻¹
energy relative to the best compared isomer or geometry (same formula, charge and spin) = 188.6 kJ/mol
spin multiplicity = 1
gap between HOMO and LUMO = 10.7 eV
E_tot = -288.710217 hartree
charge = 0

```
16
Properties=species:S:1:pos:R:3:forces:R:3
C -1.140 -0.450 -1.299 -0.03 -0.01 0.06
C 0.105 -1.228 -1.019 0.01 -0.13 0.12
C 0.507 -1.684 0.172 -0.05 0.02 -0.22
C -0.222 -1.429 1.383 -0.53 0.14 0.81
N -0.804 -1.222 2.364 0.57 -0.24 -0.95
H -1.622 -0.097 -0.384 0.08 -0.09 -0.12
H -0.926 0.415 -1.937 0.01 -0.15 0.10
H -1.844 -1.091 -1.843 0.05 0.11 0.04
H 0.729 -1.470 -1.877 -0.06 0.02 0.13
H 1.417 -2.266 0.276 -0.13 0.08 -0.01
C 1.133 1.643 0.270 -0.07 0.19 0.17
C 0.141 1.844 1.128 0.14 0.05 -0.07
H 1.908 0.894 0.417 -0.09 0.25 0.11
H 1.202 2.261 -0.620 0.00 -0.21 -0.10
H 0.059 1.319 2.074 -0.04 -0.06 -0.20
H -0.642 2.561 0.894 0.13 0.04 0.14
```
Forces are in eV/Å.

=====

(10)
Molecular formula: C6H9N2
Method: DFT, ωB97M-V/def2-TZVPD

F_max = 3.76 eV Å⁻¹
energy relative to the best compared isomer or geometry (same formula, charge and spin) = 763.7 kJ/mol
spin multiplicity = 1
gap between HOMO and LUMO = 7.4 eV
E_tot = -343.030591 hartree
charge = +1

```
17
Properties=species:S:1:pos:R:3:forces:R:3
C 1.765 0.033 2.504 -2.88 0.59 0.59
N 1.127 0.954 1.573 0.45 3.71 -0.46
C 0.703 0.563 0.362 -1.18 -2.98 -0.08
C 0.023 0.714 -0.822 0.85 1.66 1.13
C -0.691 1.520 -1.873 0.65 -0.35 1.51
C -0.795 0.545 -2.778 0.03 -0.59 -0.32
N -0.633 -0.275 -1.665 0.80 0.81 0.46
C -1.732 -1.077 -1.206 -2.84 1.23 1.81
H 2.779 0.022 2.499 3.14 0.27 -0.38
H 1.437 0.260 3.518 -0.09 0.13 -0.08
H 1.405 -0.928 2.274 -0.36 -1.36 -0.18
H 1.246 1.970 1.834 -0.44 -1.58 -0.71
H 0.815 -0.526 0.449 -0.10 -0.09 -0.56
H -1.290 0.172 -3.618 -0.50 0.20 -1.45
H -1.985 -0.847 -0.127 0.17 0.36 -1.28
H -2.672 -1.025 -1.815 1.10 0.35 0.36
H -1.503 -2.076 -1.110 1.19 -2.37 -0.36
```
Forces are in eV/Å.

=====

(11)
Molecular formula: C6H9N2O2
Method: DFT, ωB97M-V/def2-TZVPD

F_max = 6.24 eV Å⁻¹
energy relative to the best compared isomer or geometry (same formula, charge and spin) = 255.6 kJ/mol
spin multiplicity = 1
gap between HOMO and LUMO = 7.2 eV
E_tot = -494.025322 hartree
charge = -1

```
19
Properties=species:S:1:pos:R:3:forces:R:3
C -2.916 -2.762 -0.838 1.23 -1.16 4.90
C -1.932 -1.865 -0.050 -0.93 2.75 -0.20
C -1.187 0.185 0.467 -5.08 -3.25 -1.61
C -0.770 -1.998 0.728 -2.87 0.05 -1.46
N -2.286 -0.514 -0.136 4.18 1.05 0.95
N -0.429 -0.688 1.125 -2.51 -2.48 -2.76
H -1.153 1.220 0.278 0.82 1.07 0.70
H -3.081 -3.615 -0.122 -0.23 0.29 -0.94
H -2.532 -3.147 -1.691 1.73 -1.26 -2.67
H 0.389 -0.531 1.542 3.92 1.25 1.91
H -0.380 -2.987 0.896 0.93 0.49 0.82
H -3.858 -2.394 -1.120 -1.05 1.36 0.27
C 2.351 0.939 -1.242 -0.96 1.57 -0.65
C 2.279 2.116 -0.138 0.23 -2.68 -2.05
O 3.195 1.998 0.652 1.85 0.57 1.90
O 1.257 2.779 -0.125 -1.68 1.48 0.02
H 3.300 0.716 -1.674 1.21 -0.15 0.43
H 1.758 1.128 -2.154 -0.54 -0.11 0.63
H 1.986 0.123 -0.648 -0.26 -0.83 -0.20
```
Forces are in eV/Å.

=====

(12)
Molecular formula: C6H9N2O2
Method: DFT, ωB97M-V/def2-TZVPD

F_max = 2.58 eV Å⁻¹
energy relative to the best compared isomer or geometry (same formula, charge and spin) = 51.6 kJ/mol
spin multiplicity = 1
gap between HOMO and LUMO = 8.5 eV
E_tot = -494.103057 hartree
charge = -1

```
19
Properties=species:S:1:pos:R:3:forces:R:3
C -0.608 2.332 3.384 -0.97 0.04 0.35
C 0.215 1.537 2.349 0.11 -0.59 0.79
O 0.138 0.288 2.467 -0.14 0.36 -0.36
O 0.901 2.170 1.511 -0.23 0.13 -0.38
H -1.592 2.611 2.981 0.24 0.07 -0.43
H -0.177 3.262 3.764 0.31 -0.15 -0.20
H -0.910 1.690 4.219 0.50 0.01 -0.02
C -0.251 -2.884 -2.427 0.35 -0.42 -1.65
C -0.142 -0.931 -0.719 0.80 -1.26 0.16
C 0.078 -1.522 -1.957 -1.37 1.98 0.92
C 0.896 0.469 -2.007 -0.55 0.58 0.00
N 0.495 0.268 -0.726 -0.26 0.38 -0.70
N 0.539 -0.507 -2.801 1.33 -1.71 0.09
H -0.629 -1.252 0.191 0.30 -0.24 -0.04
H 0.607 0.879 0.091 0.20 0.27 0.13
H -0.404 -2.803 -3.510 -0.59 0.06 0.04
H -1.103 -3.378 -1.970 -0.09 0.17 0.18
H 1.362 1.367 -2.383 -0.03 0.09 0.35
H 0.586 -3.597 -2.457 0.11 0.25 0.75
```
Forces are in eV/Å.